[1]
{
  "formula": "C22H57BF2IN15O26P",
  "method": "ωB97M-V/def2-TZVPD",
  "symbols": ["C", "C", "I", "C", "N", "C", "C", "P", "C", "C", "C", "F", "N", "C", "B", "O", "O", "C", "N", "F", "H", "H", "H", "H", "H", "H", "H", "H", "H", "H", "H", "H", "H", "H", "H", "H", "H", "H", "H", "H", "H", "C", "N", "O", "O", "H", "H", "H", "C", "N", "O", "O", "H", "H", "H", "C", "N", "O", "O", "H", "H", "H", "C", "N", "O", "O", "H", "H", "H", "C", "N", "O", "O", "H", "H", "H", "C", "N", "O", "O", "H", "H", "H", "C", "N", "O", "O", "H", "H", "H", "C", "N", "O", "O", "H", "H", "H", "C", "N", "O", "O", "H", "H", "H", "C", "N", "O", "O", "H", "H", "H", "C", "N", "O", "O", "H", "H", "H", "C", "N", "O", "O", "H", "H", "H"],
  "coordinates": [[5.71, -0.85, -2.87], [4.29, -1.18, -2.39], [4.22, -1.17, -0.24], [3.23, -0.21, -2.94], [2.02, -0.92, -3.48], [1.49, -1.94, -2.52], [0.01, -2.21, -2.69], [-0.64, -3.46, -1.43], [0.50, -4.88, -1.64], [-0.08, -2.77, 0.18], [-0.79, -0.91, -2.60], [-1.55, -0.79, -1.48], [0.14, 0.24, -2.62], [-0.40, 1.58, -2.32], [-0.22, 1.93, -0.77], [0.09, 0.94, 0.10], [-0.43, 3.26, -0.40], [1.04, 0.04, -3.62], [1.07, 0.67, -4.76], [0.18, 1.65, -5.04], [5.68, -0.34, -3.83], [6.26, -0.23, -2.16], [6.28, -1.77, -3.00], [4.05, -2.20, -2.69], [2.93, 0.50, -2.17], [3.67, 0.36, -3.76], [1.69, -1.60, -1.51], [2.06, -2.86, -2.67], [-0.19, -2.67, -3.67], [1.54, -4.66, -1.87], [0.47, -5.30, -0.63], [0.09, -5.59, -2.35], [0.65, -1.97, 0.15], [0.29, -3.59, 0.80], [-0.97, -2.36, 0.66], [-1.47, -0.81, -3.46], [0.13, 2.33, -2.90], [-1.45, 1.66, -2.63], [0.68, 1.18, 0.83], [0.39, 3.66, -0.09], [1.77, 0.49, -5.51], [3.95, 0.83, -8.75], [2.77, 0.77, -7.86], [1.70, 1.17, -8.26], [2.94, 0.29, -6.74], [3.62, 1.25, -9.70], [4.72, 1.43, -8.28], [4.30, -0.20, -8.87], [-3.07, -3.45, 2.70], [-2.04, -4.05, 3.58], [-2.37, -4.94, 4.33], [-0.90, -3.63, 3.47], [-4.02, -3.93, 2.91], [-3.11, -2.39, 2.90], [-2.75, -3.63, 1.67], [4.18, -3.90, 3.42], [4.56, -2.58, 3.99], [4.36, -1.58, 3.32], [5.03, -2.58, 5.11], [3.77, -3.74, 2.43], [5.08, -4.50, 3.39], [3.45, -4.34, 4.08], [3.92, 4.20, -4.58], [4.94, 3.42, -3.83], [4.55, 2.53, -3.10], [6.09, 3.72, -4.00], [2.94, 3.82, -4.32], [4.04, 5.24, -4.30], [4.13, 4.08, -5.64], [-3.59, 1.53, 3.46], [-4.53, 0.47, 3.89], [-5.64, 0.80, 4.27], [-4.14, -0.68, 3.83], [-4.07, 2.49, 3.56], [-2.72, 1.45, 4.11], [-3.32, 1.32, 2.43], [-5.31, 2.14, 7.30], [-3.83, 2.20, 7.37], [-3.20, 1.63, 6.49], [-3.33, 2.84, 8.27], [-5.58, 1.55, 6.44], [-5.68, 1.71, 8.23], [-5.64, 3.17, 7.20], [8.03, 4.27, -8.34], [6.73, 3.68, -7.94], [5.87, 4.42, -7.49], [6.59, 2.48, -8.10], [7.99, 5.34, -8.14], [8.80, 3.77, -7.76], [8.17, 4.06, -9.40], [-0.27, -7.60, 2.70], [0.96, -7.03, 2.08], [1.98, -7.67, 2.14], [0.85, -5.94, 1.54], [-0.01, -8.56, 3.13], [-0.62, -6.90, 3.45], [-1.01, -7.71, 1.91], [-6.94, 4.01, 3.53], [-6.96, 4.67, 4.86], [-7.99, 5.20, 5.22], [-5.93, 4.65, 5.50], [-7.92, 4.12, 3.08], [-6.16, 4.50, 2.94], [-6.67, 2.97, 3.70], [-2.50, 5.67, 0.78], [-3.64, 5.24, 1.63], [-4.74, 5.13, 1.12], [-3.39, 5.01, 2.80], [-2.87, 5.85, -0.22], [-2.11, 6.58, 1.22], [-1.77, 4.88, 0.81], [-7.43, 8.43, 5.79], [-7.67, 9.90, 5.70], [-8.60, 10.36, 6.33], [-6.92, 10.53, 4.99], [-8.18, 8.00, 6.45], [-7.51, 8.03, 4.78], [-6.43, 8.29, 6.17], [1.75, -11.17, 1.90], [0.27, -11.05, 1.84], [-0.26, -11.01, 0.74], [-0.33, -11.00, 2.90], [2.13, -11.20, 0.89], [2.11, -10.30, 2.44], [1.98, -12.08, 2.45]],
  "homo_lumo_gap_ev": 7.78,
  "total_charge": 1,
  "total_energy_ha": -4512.325957
}

=====

[2]
{
  "formula": "C33H36CuF3N3PSb",
  "method": "ωB97M-V/def2-TZVPD",
  "symbols": ["Cu", "C", "C", "C", "C", "C", "C", "C", "C", "C", "H", "H", "H", "H", "H", "H", "H", "H", "H", "H", "H", "H", "F", "C", "C", "C", "C", "C", "C", "Sb", "C", "C", "C", "C", "F", "C", "C", "C", "C", "C", "C", "F", "C", "C", "H", "H", "H", "H", "H", "H", "H", "H", "H", "H", "H", "H", "C", "N", "C", "N", "C", "N", "C", "P", "C", "C", "H", "H", "H", "H", "H", "H", "H", "H", "H", "H", "H", "H"],
  "coordinates": [[3.18, -0.81, 0.65], [6.11, 0.69, 0.44], [4.74, 1.25, 0.38], [4.35, 2.08, -0.67], [3.15, 2.85, -0.61], [2.97, 3.97, -1.58], [2.21, 2.55, 0.38], [2.51, 1.62, 1.39], [1.61, 1.60, 2.58], [3.73, 0.90, 1.37], [6.22, -0.11, -0.29], [6.35, 0.27, 1.45], [6.81, 1.48, 0.20], [4.86, 2.17, -1.60], [3.50, 3.69, -2.53], [3.40, 4.92, -1.26], [1.90, 4.23, -1.85], [1.27, 3.10, 0.46], [0.61, 1.20, 2.29], [1.52, 2.65, 2.97], [1.94, 0.96, 3.42], [3.92, 0.34, 2.25], [-8.48, -0.20, -1.85], [-7.22, -0.04, -1.36], [-6.78, -0.92, -0.34], [-5.44, -0.86, -0.06], [-4.58, 0.08, -0.62], [-5.06, 0.99, -1.53], [-6.41, 0.95, -1.88], [-2.48, 0.04, -0.04], [-2.28, 2.20, -0.14], [-1.96, 2.79, -1.35], [-1.78, 4.18, -1.49], [-1.99, 4.95, -0.36], [-1.86, 6.31, -0.44], [-2.22, 4.37, 0.87], [-2.42, 3.01, 0.99], [-2.80, -0.02, 2.07], [-1.74, -0.27, 2.94], [-1.86, -0.30, 4.29], [-3.18, -0.12, 4.78], [-3.46, -0.28, 6.12], [-4.28, 0.04, 3.96], [-4.08, 0.18, 2.59], [-7.49, -1.66, 0.08], [-5.08, -1.60, 0.67], [-4.39, 1.72, -1.94], [-6.83, 1.59, -2.67], [-1.73, 2.14, -2.21], [-1.62, 4.56, -2.51], [-2.29, 5.02, 1.75], [-2.66, 2.53, 1.97], [-0.71, -0.57, 2.54], [-1.01, -0.53, 4.98], [-5.26, 0.21, 4.37], [-4.95, 0.32, 1.91], [0.65, -4.17, -1.95], [1.45, -3.20, -2.76], [2.75, -3.86, -3.20], [3.51, -4.40, -2.10], [2.65, -5.34, -1.38], [1.45, -4.68, -0.88], [1.73, -3.74, 0.16], [2.66, -2.39, -0.63], [1.63, -1.96, -2.10], [4.12, -3.32, -1.26], [0.24, -4.97, -2.61], [-0.18, -3.66, -1.51], [3.37, -3.22, -3.82], [2.46, -4.68, -3.86], [3.25, -5.82, -0.57], [2.33, -6.15, -2.05], [2.41, -4.19, 0.94], [0.78, -3.36, 0.59], [2.13, -1.21, -2.75], [0.68, -1.48, -1.86], [4.64, -3.88, -0.50], [4.85, -2.73, -1.82]],
  "spin_multiplicity": 2,
  "homo_lumo_gap_ev": [6.71, 2.30],
  "total_charge": 2,
  "s_squared": 0.76,
  "total_energy_ha": -3964.333365
}

=====

[3]
{
  "formula": "BrClFHN3O",
  "method": "ωB97M-V/def2-TZVPD",
  "symbols": ["N", "N", "N", "O", "F", "Cl", "Br", "H"],
  "coordinates": [[1.50, -1.02, 0.71], [0.68, -0.40, 0.21], [0.10, 0.70, 0.20], [2.19, -2.05, 0.77], [-0.78, -1.07, -1.25], [-3.18, 0.90, -0.41], [1.31, 2.19, 0.23], [-1.83, 0.74, -0.47]],
  "e_above_lowest_ev": 3.2104,
  "spin_multiplicity": 3,
  "homo_lumo_gap_ev": [6.95, 5.98],
  "total_charge": -1,
  "s_squared": 2.04,
  "total_energy_ha": -3373.968768
}

=====

[4]
{
  "formula": "C35H37AsFeN5OS2Se",
  "method": "ωB97M-V/def2-TZVPD",
  "symbols": ["Fe", "S", "C", "S", "C", "C", "N", "C", "N", "C", "As", "C", "C", "O", "H", "H", "H", "H", "H", "H", "H", "H", "H", "Se", "C", "N", "N", "C", "C", "C", "C", "C", "C", "C", "C", "C", "H", "H", "H", "H", "C", "C", "C", "C", "C", "C", "C", "C", "N", "C", "C", "C", "C", "C", "C", "C", "C", "C", "C", "H", "H", "H", "H", "H", "H", "H", "H", "H", "H", "H", "H", "H", "H", "H", "H", "H", "H", "H", "H", "H", "H", "H", "H"],
  "coordinates": [[0.19, 0.43, 0.42], [1.68, -1.47, -1.05], [0.32, -2.46, -0.68], [-1.03, -1.70, 0.09], [0.27, -3.82, -1.02], [1.35, -4.46, -1.72], [2.17, -5.02, -2.30], [-0.87, -4.64, -0.73], [-1.77, -5.34, -0.51], [-0.86, 2.05, -4.08], [0.06, 0.68, -3.09], [1.61, 0.27, -4.14], [-1.09, -0.84, -3.21], [0.47, 1.30, -1.61], [-0.99, 1.75, -5.12], [-0.29, 2.97, -4.01], [-1.83, 2.20, -3.61], [1.31, -0.03, -5.15], [2.13, -0.55, -3.65], [2.25, 1.15, -4.18], [-1.53, -0.84, -4.21], [-1.87, -0.75, -2.45], [-0.52, -1.74, -3.02], [0.19, 3.84, 1.74], [-0.41, 2.54, 0.68], [-1.50, 2.20, 0.10], [-7.72, 4.67, -6.37], [-6.99, 4.36, -5.55], [-6.05, 3.97, -4.52], [-6.30, 2.85, -3.73], [-5.41, 2.46, -2.75], [-4.22, 3.18, -2.51], [-3.99, 4.32, -3.33], [-4.88, 4.69, -4.30], [-3.29, 2.79, -1.53], [-2.43, 2.59, -0.68], [-7.21, 2.28, -3.89], [-5.61, 1.59, -2.14], [-3.08, 4.88, -3.16], [-4.69, 5.56, -4.92], [-4.30, 0.16, 2.93], [-2.94, -0.04, 3.57], [-2.83, -0.39, 4.91], [-1.56, -0.58, 5.45], [-1.40, -0.96, 6.91], [-0.42, -0.41, 4.67], [-0.48, -0.03, 3.30], [-1.80, 0.14, 2.80], [0.57, 0.16, 2.44], [1.98, 0.11, 2.89], [2.35, 1.16, 3.98], [3.84, 1.08, 4.34], [4.68, 1.42, 3.10], [4.36, 0.41, 2.00], [4.72, -1.00, 2.47], [3.89, -1.35, 3.71], [4.18, -0.33, 4.82], [2.39, -1.30, 3.35], [2.86, 0.46, 1.68], [-5.10, -0.05, 3.64], [-4.42, -0.51, 2.07], [-4.42, 1.18, 2.56], [-3.72, -0.53, 5.52], [-2.36, -1.25, 7.34], [-1.01, -0.12, 7.49], [-0.71, -1.79, 7.02], [0.52, -0.60, 5.15], [-1.94, 0.42, 1.77], [1.77, 1.02, 4.88], [2.09, 2.15, 3.59], [4.06, 1.80, 5.13], [5.75, 1.39, 3.35], [4.44, 2.43, 2.76], [4.93, 0.65, 1.10], [5.79, -1.06, 2.70], [4.51, -1.72, 1.67], [4.14, -2.36, 4.05], [5.24, -0.39, 5.10], [3.59, -0.58, 5.71], [1.79, -1.62, 4.21], [2.17, -2.00, 2.53], [2.65, -0.26, 0.89], [2.58, 1.46, 1.32]],
  "e_above_lowest_ev": 1.5739,
  "spin_multiplicity": 6,
  "homo_lumo_gap_ev": [5.52, 5.48],
  "total_charge": -2,
  "s_squared": 8.79,
  "total_energy_ha": -8402.230896
}